This record from the Open Molecules 2025 dataset describes an isolated ion of composition C2H7N4S and charge +1 at a distorted geometry. The level of theory is wB97M-V/def2-TZVPD.

Structure (XYZ):
```
14
Properties=species:S:1:pos:R:3:forces:R:3:nbo_charge:R:1
N 2.51213 -0.01010 -0.35574 1.6 1.4 1.4 -0.621
N 1.41640 0.44039 0.38265 -0.9 1.3 -0.2 -0.142
C 0.27961 -0.30916 0.51649 -4.4 -2.5 -0.3 0.031
C -0.91698 0.22170 -0.02765 4.5 -1.8 1.9 -0.229
N -2.26019 -0.31052 0.04271 -2.4 -0.6 1.2 -0.699
S -0.57532 1.82351 -0.57050 -0.7 1.4 -0.8 0.525
N 0.93404 1.79854 0.13062 2.0 -0.3 0.4 -0.660
H 2.45200 0.10436 -1.38589 -0.2 0.2 0.9 0.371
H 3.27596 0.61486 0.09050 -1.1 -1.8 -1.8 0.383
H 0.17857 -1.31946 1.07879 1.0 1.8 -1.2 0.245
H -2.78807 0.20419 -0.67679 -0.3 0.0 0.4 0.457
H -2.70188 -0.12046 0.99865 0.5 0.1 -1.5 0.458
H -2.56802 -1.31960 -0.13790 1.6 1.1 0.0 0.469
H 1.25857 2.42393 0.88439 -1.2 -0.4 -0.4 0.414
```
Positions in Å, forces in eV/Å.

Output
- orbital gap (eV) = 7.72
- net charge = +1
- maximum force (eV Å⁻¹) = 5.2
- relative energy (zero: lowest compared OMol25 entry of this formula, charge and spin) (kJ/mol) = 362.5